[1]
DFT (ωB97M-V with the def2-TZVPD basis set) results for a molecular structure, C32H54F6N8O6PSn.

Geometry as ORCA input:
```
! RIJCOSX wB97M-V def2-TZVPD def2/J DEFGRID3
* xyz -1 1
Sn -0.3092 1.2517 0.2381
N -2.5464 0.5277 -0.4888
C -3.7147 0.3840 0.3786
C -3.4104 -0.5104 1.5749
C -2.4767 0.1662 2.5969
O -2.9270 0.4214 3.7147
O -1.2854 0.4027 2.1952
H -2.7441 1.1032 -1.2983
H -2.2616 -0.3639 -0.8873
H -4.5626 -0.0336 -0.1796
H -4.0099 1.3758 0.7308
H -2.9111 -1.4212 1.2254
H -4.3385 -0.7679 2.0828
C 2.9506 -0.1627 0.9374
N 2.5347 1.0554 1.6075
C 2.0053 0.7643 2.9323
C 3.6108 2.0251 1.6927
C 4.1016 2.5344 0.3389
N 3.0478 3.0004 -0.5386
C 3.5779 3.3088 -1.8499
C 2.3294 4.1330 0.0211
H 3.7661 -0.6768 1.4803
H 3.2838 0.0683 -0.0747
H 2.0942 -0.8335 0.8514
H 2.7498 0.2613 3.5753
H 1.1173 0.1359 2.8444
H 1.6942 1.6923 3.4121
H 4.4887 1.6041 2.2202
H 3.2502 2.8668 2.2872
H 4.6389 1.7378 -0.1826
H 4.8400 3.3354 0.5413
H 4.3252 4.1235 -1.8284
H 2.7619 3.6165 -2.5045
H 4.0480 2.4222 -2.2798
H 3.0014 4.9767 0.2612
H 1.7968 3.8261 0.9170
H 1.5767 4.4769 -0.6883
O -1.7277 -0.4799 -3.0121
C -0.5210 -0.1951 -3.0635
O 0.2158 0.3252 -2.1822
H 0.0135 -0.4535 -4.0227
C -2.4568 3.4522 2.6612
C -1.4358 4.1517 1.7517
O -0.8021 3.3590 0.8666
C -0.3809 4.8386 2.6700
F 0.4576 3.9150 3.1819
F -0.9140 5.5012 3.7278
F 0.3879 5.7359 2.0088
C -2.1797 5.2744 0.9698
F -2.6284 6.2829 1.7617
F -1.4250 5.8387 0.0105
F -3.2748 4.7713 0.3449
H -1.9652 2.6274 3.1747
H -3.2473 3.0352 2.0401
H -2.8896 4.1396 3.3863
O -0.0834 -1.6139 0.1783
P 0.0751 -3.0752 0.0836
N -1.2826 -3.9694 -0.2903
C -2.1322 -3.4597 -1.3875
C -3.5444 -3.9326 -1.0323
C -3.2861 -5.1465 -0.1351
C -2.1022 -4.6734 0.6996
N 1.1539 -3.5208 -1.0813
C 2.1496 -2.5913 -1.6348
C 2.5845 -3.2760 -2.9284
C 2.4371 -4.7636 -2.5891
C 1.1267 -4.7882 -1.8072
N 0.5944 -3.7908 1.5258
C 0.1409 -3.1280 2.7603
C 0.9395 -3.8456 3.8361
C 2.3180 -4.0112 3.1824
C 2.0295 -4.1095 1.6724
H -1.8040 -3.8877 -2.3407
H -2.0585 -2.3754 -1.4810
H -4.1371 -4.1665 -1.9156
H -4.0658 -3.1629 -0.4594
H -2.9896 -6.0070 -0.7399
H -4.1441 -5.4225 0.4776
H -1.5340 -5.4829 1.1565
H -2.4605 -4.0083 1.4957
H 3.0079 -2.4922 -0.9553
H 1.7222 -1.6007 -1.7808
H 3.5980 -3.0026 -3.2194
H 1.9028 -3.0093 -3.7391
H 3.2627 -5.0825 -1.9476
H 2.4072 -5.4073 -3.4682
H 1.0392 -5.6372 -1.1261
H 0.2806 -4.8261 -2.5040
H -0.9374 -3.2385 2.8849
H 0.3614 -2.0557 2.7505
H 0.4976 -4.8260 4.0274
H 0.9741 -3.2858 4.7698
H 2.8396 -4.8951 3.5483
H 2.9427 -3.1419 3.3913
H 2.2171 -5.1164 1.2895
H 2.6666 -3.4194 1.1132
N -2.3236 4.8733 -7.0124
C -2.1018 4.4825 -5.9546
C -1.8261 3.9929 -4.6369
C -2.8374 3.9318 -3.6819
C -2.5221 3.4153 -2.4358
N -1.3083 2.9903 -2.1091
C -0.3393 3.0814 -3.0124
C -0.5454 3.5693 -4.2927
H -3.8349 4.2798 -3.9090
H -3.2757 3.3509 -1.6586
H 0.6313 2.7213 -2.6920
H 0.2562 3.6088 -5.0169
*
```

Properties
Relative energy (zero: lowest compared OMol25 entry of this formula, charge and spin), eV: 0.425
E_LUMO, eV: 2.13
E, Eh: -3296.35943
Gap between HOMO and LUMO, Eh: 0.264

[2]
DFT (ωB97M-V with the def2-TZVPD basis set) results for 5 unconnected molecules or ions with the total composition C32H54NO8PS5.

Geometry as ORCA input:
```
! RIJCOSX wB97M-V def2-TZVPD def2/J DEFGRID3
* xyz 0 1
C -5.9311 -0.2489 -0.5489
C -4.5912 -0.3465 -0.7707
C -4.0723 -1.2575 -1.8592
C -2.5679 -1.3813 -1.9410
C -2.0316 -2.6280 -1.6574
C -0.6685 -2.8464 -1.8023
C 0.2214 -1.8520 -2.1984
C -0.3021 -0.5718 -2.4111
C 0.6573 0.5230 -2.7793
C 1.1451 1.2620 -1.5235
O 0.0870 1.5411 -0.5961
C 0.1975 1.0556 0.6685
O 1.1385 1.3043 1.3674
C -0.9957 0.2678 1.1296
C -1.2972 0.5952 2.5935
C -1.6929 -0.3353 -2.3035
P -2.5742 1.2262 -2.6376
O -1.4261 2.3930 -2.7214
O -3.1039 1.0308 -4.1879
N 1.6106 -2.1689 -2.4369
C 2.2509 -3.0206 -1.4701
C 3.5909 -2.8216 -1.1085
C 4.4120 -1.7451 -1.7767
C 5.3737 -0.9187 -0.9000
C 6.6643 -1.6578 -0.5059
C 4.6917 -0.2711 0.3146
C 4.1516 -3.6750 -0.1604
C 3.4388 -4.7086 0.4394
C 2.1368 -4.9451 0.0403
C 1.5732 -4.1091 -0.9149
S -0.0560 -4.4704 -1.5128
H -6.5653 0.0120 -1.3918
H -6.4010 -0.4684 0.4003
H -3.8937 0.2251 -0.1644
H -4.4610 -2.2390 -1.6164
H -4.4978 -1.0253 -2.8377
H -2.6657 -3.4491 -1.3554
H 1.5265 0.0602 -3.2391
H 0.2463 1.2335 -3.4817
H 1.9882 0.7590 -1.0580
H 1.4915 2.2363 -1.8640
H -0.8068 -0.8020 1.0566
H -1.8563 0.5303 0.5231
H -0.4025 0.4797 3.1970
H -1.6779 1.6023 2.6991
H -2.0826 -0.0694 2.9461
H -1.8967 3.2202 -2.5824
H -4.0305 1.2862 -4.1788
H 1.6419 -2.6858 -3.3139
H 3.7838 -1.0780 -2.3583
H 5.0646 -2.2511 -2.4941
H 5.6954 -0.0881 -1.5307
H 6.8618 -2.5350 -1.1186
H 7.5212 -0.9938 -0.4884
H 6.5373 -2.0278 0.5134
H 4.5046 0.7805 0.1219
H 5.3674 -0.2904 1.1675
H 3.7717 -0.7851 0.5761
H 5.1761 -3.5469 0.1423
H 3.9028 -5.3280 1.1915
H 1.5379 -5.7592 0.4199
C 10.2110 2.4905 0.4188
S 8.5967 1.9014 -0.1049
O 8.8241 0.8089 -1.0870
C 8.1508 3.3695 -1.0382
H 10.6854 1.6965 0.9912
H 10.8162 2.7271 -0.4562
H 10.0873 3.3718 1.0481
H 8.8924 3.5474 -1.8169
H 8.0935 4.2229 -0.3627
H 7.1765 3.1942 -1.4894
C -3.8440 4.2161 4.0556
S -4.7873 3.1634 2.9543
O -3.8111 2.2681 2.2722
C -5.2281 4.4603 1.7918
H -3.4371 3.5979 4.8489
H -3.0326 4.6899 3.5013
H -4.4997 4.9668 4.4934
H -4.3209 4.9187 1.3975
H -5.8425 5.2033 2.3004
H -5.7937 4.0052 0.9819
C -3.1594 1.9623 8.3543
S -4.6979 2.6439 7.7269
O -4.3729 3.9625 7.1197
C -5.4326 2.9722 9.3327
H -2.5268 1.7266 7.5011
H -2.6650 2.6982 8.9884
H -3.3692 1.0519 8.9155
H -4.7855 3.6403 9.9010
H -5.5734 2.0315 9.8647
H -6.3974 3.4464 9.1672
C -2.8336 -3.6287 -5.3692
S -4.3279 -2.6969 -5.7181
O -4.9268 -2.3473 -4.4018
C -5.2741 -4.0750 -6.3762
H -2.1202 -2.9498 -4.9040
H -3.0629 -4.4462 -4.6852
H -2.4205 -4.0134 -6.3018
H -5.3402 -4.8645 -5.6275
H -4.7915 -4.4451 -7.2807
H -6.2706 -3.7109 -6.6163
*
```

Properties
E_LUMO, eV: 0.61
E, Eh: -4240.53886
Gap between HOMO and LUMO, Eh: 0.293

[3]
DFT (ωB97M-V with the def2-TZVPD basis set) results for a molecular structure, C32H55BCaF10N10O6S2.

Geometry as ORCA input:
```
! RIJCOSX wB97M-V def2-TZVPD def2/J DEFGRID3
* xyz 4 1
Ca -5.5056 4.2668 -0.5509
C -4.2328 -2.3801 -9.3597
C -2.8627 -1.8820 -9.9903
N -1.6775 -2.4950 -9.4523
C -1.1127 -2.1158 -8.2074
C 0.0712 -2.9024 -7.9799
N 0.1541 -3.7547 -9.1261
C -0.9336 -3.4838 -9.9979
C 1.1659 -4.7131 -9.5531
H -4.2644 -3.4394 -9.6144
H -5.1895 -1.8914 -9.5442
H -4.1356 -2.2665 -8.2800
H -2.9193 -0.7935 -9.9845
H -2.7003 -2.0152 -11.0598
H -1.7351 -1.4455 -7.6332
H 0.7298 -2.9345 -7.1246
H -1.0886 -3.7869 -11.0228
H 1.4420 -4.4602 -10.5768
H 0.6854 -5.6881 -9.4724
H 2.0284 -4.6322 -8.8915
C 9.4562 -0.8806 4.3179
C 8.3159 -1.6740 3.5790
N 7.6735 -0.9796 2.4224
C 6.4229 -1.1527 1.9316
C 6.1439 -0.4663 0.7028
N 7.2909 0.1496 0.3927
C 8.2272 -0.1530 1.4171
C 7.5625 0.9395 -0.7772
H 9.0403 -0.1966 5.0577
H 9.8816 -0.1603 3.6191
H 10.3914 -1.3837 4.5636
H 7.5582 -2.1199 4.2234
H 8.9377 -2.4844 3.1987
H 5.7746 -1.7679 2.5379
H 5.2676 -0.4131 0.0738
H 9.2266 0.2560 1.3968
H 8.1793 0.3135 -1.4221
H 7.9937 1.9271 -0.6136
H 6.7207 1.2219 -1.4094
C 1.4090 9.0218 8.5528
C 1.5278 8.9153 6.9547
N 2.0951 7.6448 6.5296
C 1.4986 6.6153 5.9253
C 2.5246 5.8395 5.5427
N 3.7589 6.2293 6.0154
C 3.4927 7.4254 6.6599
C 5.0044 5.6407 5.6594
H 0.8059 9.7973 9.0251
H 2.3161 8.9215 9.1488
H 0.7775 8.1665 8.7932
H 2.0091 9.7508 6.4465
H 0.5409 8.8709 6.4941
H 0.4340 6.6731 5.7529
H 2.5041 4.8013 5.2458
H 4.2942 8.0448 7.0348
H 5.8032 6.2013 6.1448
H 4.9780 5.7946 4.5806
H 4.9529 4.5736 5.8758
C -8.7351 -5.2736 -5.1455
C -8.2110 -5.0256 -3.7159
N -6.8118 -5.2842 -3.5283
C -6.0616 -4.6997 -2.6117
C -4.8033 -5.2450 -2.5437
N -4.7567 -6.1907 -3.5379
C -5.9876 -6.1969 -4.1495
C -3.6565 -7.0850 -3.9537
H -8.5149 -6.2939 -5.4595
H -8.3422 -4.5987 -5.9059
H -9.8190 -5.1582 -5.1408
H -8.6451 -5.8217 -3.1110
H -8.3960 -4.0449 -3.2777
H -6.5583 -3.9925 -1.9640
H -3.9964 -5.1639 -1.8304
H -6.3044 -6.7547 -5.0183
H -4.0618 -8.0358 -4.2997
H -3.1627 -7.5070 -3.0784
H -3.0880 -6.6876 -4.7945
C -0.0553 -1.6447 9.2279
C -1.1394 -2.7918 9.1680
N -0.5427 -3.7928 8.2822
C -0.3566 -3.7486 6.8903
C 0.2958 -4.9456 6.4476
N 0.5604 -5.6589 7.6610
C 0.0948 -4.9418 8.7199
C 0.9827 -6.9987 7.8173
H 0.6036 -1.6935 10.0947
H -0.5921 -0.7088 9.3827
H 0.4876 -1.5842 8.2846
H -2.1550 -2.6065 8.8183
H -1.3682 -3.1304 10.1785
H -0.8336 -2.8965 6.4290
H 0.5312 -5.4475 5.5207
H 0.1300 -5.2867 9.7427
H 1.9695 -6.8106 8.2403
H 1.0345 -7.5447 6.8753
H 0.3534 -7.6583 8.4148
B -2.1627 0.7756 0.7518
F -1.8989 1.9612 1.3619
F -2.3668 0.9789 -0.6248
F -1.1561 -0.2466 0.8474
F -3.2307 0.2263 1.1691
C -6.2951 5.7377 -8.0410
F -7.3447 6.1529 -7.3127
F -6.5700 4.4213 -8.3753
F -6.0715 6.3712 -9.2135
S -4.6642 5.7160 -7.1158
O -4.1783 7.1181 -7.0560
O -5.0683 5.1280 -5.8113
O -3.7653 4.8624 -7.8881
C 1.5573 7.3443 -1.5183
F 2.5958 8.0089 -1.0880
F 1.5446 7.3573 -2.8676
F 1.6562 6.1577 -0.9556
S -0.0577 8.3289 -0.9900
O -0.3956 9.2620 -2.0055
O -1.1418 7.2961 -0.8538
O 0.2157 8.9024 0.2851
*
```

Properties
Relative energy (zero: lowest compared OMol25 entry of this formula, charge and spin), eV: 16.039
E_LUMO, eV: -9.82
E, Eh: -4747.42660
Gap between HOMO and LUMO, Eh: 0.079

[4]
DFT (ωB97M-V with the def2-TZVPD basis set) results for a molecular structure, C32H55NO7P4TeV.

Geometry as ORCA input:
```
! RIJCOSX wB97M-V def2-TZVPD def2/J DEFGRID3
* xyz -2 4
V 0.6638 -1.1053 0.0284
C 3.6189 -1.0929 3.9105
C 2.8234 -1.5336 2.6841
O 2.5664 -2.9071 2.7310
P 1.3181 -0.3752 2.6442
O 1.9113 0.9697 3.3138
O 0.5408 -0.9972 3.8989
O 0.2727 0.1299 1.6553
P 3.7254 -1.0941 1.1049
O 3.3805 -2.2259 0.0245
O 5.1810 -0.9725 1.3511
O 2.8475 0.0743 0.6701
H 2.9836 -1.0766 4.7970
H 4.0839 -0.1218 3.7792
H 4.4029 -1.8410 4.0311
H 1.6470 -3.0988 2.9786
H 2.1871 1.5723 2.6057
H -0.2651 -0.5038 4.0942
H 3.9158 -3.0226 0.0984
N 0.8292 0.5344 -7.3594
C 0.8184 0.2268 -6.2462
C 0.8054 -0.1551 -4.8645
C 0.2416 -1.3739 -4.4797
C 0.2384 -1.7280 -3.1418
C 0.7737 -0.9093 -2.1324
C 1.3330 0.3009 -2.5706
C 1.3645 0.6892 -3.9011
H -0.1938 -2.0248 -5.2301
H -0.1983 -2.6811 -2.8532
H 1.7734 0.9701 -1.8335
H 1.8119 1.6298 -4.2042
C -1.2005 5.4104 1.6538
C -1.1788 3.9968 1.0697
C -1.1433 3.0086 2.2432
C -2.4732 3.7404 0.2950
P 0.2600 3.4621 -0.0335
C 1.7789 4.1614 0.7805
C 2.8120 3.2333 0.9353
C 4.0125 3.5961 1.5324
C 4.1995 4.9017 1.9746
C 3.1947 5.8488 1.7925
C 2.0005 5.4848 1.1965
C 0.2039 4.4300 -1.6633
C 1.6212 4.3424 -2.2446
C -0.7244 3.6559 -2.6124
C -0.2191 5.8970 -1.6218
H -2.1226 5.5311 2.2330
H -1.1839 6.1934 0.8959
H -0.3672 5.5687 2.3365
H -1.9941 3.2188 2.9004
H -0.2254 3.1118 2.8273
H -1.2055 1.9759 1.9033
H -3.3193 3.8000 0.9883
H -2.4804 2.7398 -0.1410
H -2.6400 4.4716 -0.4974
H 2.6999 2.2153 0.5775
H 4.7863 2.8453 1.6383
H 5.1300 5.1843 2.4531
H 3.3450 6.8726 2.1155
H 1.2471 6.2436 1.0424
H 1.9873 3.3148 -2.2482
H 2.3319 4.9495 -1.6834
H 1.6003 4.6964 -3.2793
H -0.4493 2.6027 -2.6586
H -0.6386 4.0743 -3.6201
H -1.7707 3.7152 -2.3140
H 0.4185 6.4879 -0.9633
H -1.2536 6.0173 -1.2990
H -0.1383 6.3268 -2.6265
Te -0.2435 -3.4239 0.6696
C -5.4529 1.3657 -0.6641
C -5.2487 0.3074 0.4155
C -5.5606 0.9295 1.7776
P -3.4910 -0.3429 0.4802
C -3.1504 -1.0041 -1.2195
C -2.6351 0.1009 -2.1392
C -4.2469 -1.8330 -1.8775
C -3.6860 -1.9189 1.4654
C -3.0337 -1.7480 2.8326
C -5.0762 -2.5294 1.6123
H -6.4300 1.8454 -0.5408
H -5.4128 0.9480 -1.6687
H -4.6931 2.1462 -0.6013
H -5.9510 -0.5123 0.2335
H -4.8842 1.7660 1.9696
H -5.4367 0.2242 2.5990
H -6.5880 1.3071 1.8069
H -2.2976 -1.6697 -1.0132
H -3.4105 0.8225 -2.4067
H -2.2434 -0.3292 -3.0630
H -1.8126 0.6462 -1.6711
H -5.1621 -1.2578 -2.0439
H -4.5005 -2.7076 -1.2776
H -3.9095 -2.1968 -2.8517
H -3.0504 -2.6287 0.9195
H -3.6139 -1.0707 3.4703
H -2.0237 -1.3591 2.7153
H -2.9463 -2.7139 3.3354
H -5.7361 -1.9216 2.2361
H -4.9895 -3.5057 2.0968
H -5.5767 -2.6865 0.6565
*
```

Properties
Relative energy (zero: lowest compared OMol25 entry of this formula, charge and spin), eV: 0.177
E_LUMO (alpha / beta), eV: 3.88 / 3.88
E, Eh: -4411.46406
Gap between HOMO and LUMO (alpha / beta), Eh: 0.145 / 0.166

Q: E of number 1 (C32H54F6N8O6PSn)?
A: -3296.35943 Eh

Q: Which value of E does entry 1 give?
A: -3296.35943 Eh